{
  "formula": "C4H4FNO",
  "method": "ωB97M-V/def2-TZVPD",
  "species": ["C", "C", "C", "C", "N", "O", "F", "H", "H", "H", "H"],
  "positions_angstrom": [[0.8815, 0.9556, -0.0411], [0.7158, -1.3051, -0.0176], [-0.5902, 0.7620, 0.2999], [-0.7008, -0.6721, -0.2100], [1.5883, -0.2036, -0.0780], [0.9179, -2.4075, 0.3498], [1.5099, 2.0819, -0.2370], [-0.7236, 1.1246, 1.3216], [-1.3156, 1.5153, -0.3278], [-0.8414, -0.5295, -1.2947], [-1.4417, -1.3216, 0.2347]],
  "forces_ev_per_a": [[2.034, -5.245, 0.050], [-2.463, 3.216, 1.084], [-0.676, 3.103, -2.415], [-0.028, -0.687, -0.213], [-0.338, 4.007, -0.496], [0.906, -1.270, -0.254], [-0.501, 0.000, 0.325], [-0.183, -0.932, 0.265], [1.908, -1.737, 1.343], [-0.310, -0.542, 0.364], [-0.348, 0.088, -0.055]],
  "lumo_energy_ev": 0.14,
  "energy_ev": -10466.7542,
  "gap_ev": 10.1,
  "multiplicity": 1,
  "smiles": "O=C1CCC(F)=N1",
  "e_above_lowest_kj_mol": 77.3,
  "charge": 0
}

{
  "formula": "C4H11NO2",
  "method": "ωB97M-V/def2-TZVPD",
  "species": ["C", "O", "C", "C", "C", "O", "N", "H", "H", "H", "H", "H", "H", "H", "H", "H", "H", "H"],
  "positions_angstrom": [[0.1623, 1.8297, -0.3094], [1.3179, 2.4417, -0.8740], [0.1551, 0.2727, -0.3007], [-1.1279, -0.2869, 0.1967], [-1.0457, -1.6557, 0.8620], [-0.8302, -2.6227, -0.1504], [1.2732, -0.0385, 0.5098], [0.1009, 2.1635, 0.7474], [-0.8466, 2.2899, -0.7756], [1.4915, 2.2072, -1.7901], [0.0979, -0.0986, -1.4062], [-1.7372, -0.3487, -0.7048], [-1.5433, 0.5209, 0.8450], [-1.8899, -1.8191, 1.5366], [-0.1222, -1.7251, 1.4184], [-0.1493, -3.1627, 0.1886], [1.0314, -0.0118, 1.5121], [1.8899, 0.7426, 0.3637]],
  "forces_ev_per_a": [[-3.219, 1.090, -1.215], [-0.044, -0.175, 0.715], [-0.289, 1.241, -2.324], [-1.245, 0.896, 0.782], [0.843, 0.863, -0.282], [-1.689, 0.398, -0.651], [1.278, -1.099, 0.732], [0.335, -0.165, -0.515], [2.055, -1.020, 0.552], [-0.466, -0.284, -0.010], [1.588, 0.484, 1.602], [-0.652, -0.154, 0.379], [-0.259, -0.904, 0.076], [-0.160, -0.367, -0.353], [-0.010, 0.492, 0.918], [1.071, -1.149, 0.152], [-0.034, -0.042, -0.730], [0.899, -0.105, 0.172]],
  "lumo_energy_ev": 0.92,
  "energy_ev": -9909.9380,
  "gap_ev": 10.1,
  "multiplicity": 1,
  "smiles": "N[C@H](CO)CCO",
  "e_above_lowest_kj_mol": 222.3,
  "charge": 0
}

{
  "formula": "C28H29AsGe2N4S5SeTl",
  "method": "ωB97M-V/def2-TZVPD",
  "species": ["Tl", "S", "As", "S", "S", "S", "N", "C", "N", "C", "C", "C", "C", "C", "C", "S", "H", "H", "H", "H", "H", "H", "C", "Ge", "C", "C", "Ge", "C", "C", "C", "C", "C", "C", "C", "C", "C", "C", "C", "C", "H", "H", "H", "H", "H", "H", "H", "H", "H", "H", "H", "H", "H", "H", "H", "H", "H", "H", "H", "Se", "N", "C", "C", "C", "C", "C", "C", "N", "H", "H", "H", "H"],
  "positions_angstrom": [[0.5482, -1.4318, -0.5919], [2.8191, -0.8727, 3.8897], [2.5171, -2.2236, 2.2791], [3.1475, -1.2921, 0.3965], [0.2716, -2.4305, 2.0558], [3.3995, -4.1221, 2.5709], [-2.3132, -3.5730, -1.7901], [-2.9883, -2.5498, -1.2044], [-2.4759, -1.6135, -0.4711], [-3.4548, -0.6994, -0.0780], [-3.2351, 0.4109, 0.7311], [-4.2953, 1.2537, 1.0295], [-5.5812, 0.9984, 0.5477], [-5.8210, -0.1151, -0.2503], [-4.7504, -0.9480, -0.5507], [-4.7347, -2.3981, -1.5143], [-1.3467, -3.7834, -1.5149], [-2.8401, -4.3102, -2.2172], [-2.2396, 0.5986, 1.1205], [-4.1172, 2.1242, 1.6537], [-6.3996, 1.6623, 0.8023], [-6.8155, -0.3264, -0.6324], [-0.8597, 1.9077, 3.4653], [0.5310, 2.7802, 2.3822], [2.1131, 2.7282, 3.5217], [0.0139, 4.6818, 2.3549], [0.8051, 1.4258, 0.3220], [-0.6500, 2.1581, -0.8905], [-1.0792, 1.4779, -2.0384], [-2.1342, 1.9490, -2.8197], [-2.8029, 3.1145, -2.4622], [-2.3913, 3.8130, -1.3330], [-1.3252, 3.3445, -0.5689], [2.3383, 2.2717, -0.6260], [3.1884, 3.2040, -0.0242], [4.2898, 3.7237, -0.7033], [4.5631, 3.3189, -2.0039], [3.7276, 2.3933, -2.6223], [2.6354, 1.8741, -1.9370], [-0.8128, 2.2761, 4.4966], [-0.6714, 0.8261, 3.4758], [-1.8697, 2.0820, 3.0715], [1.8151, 2.9951, 4.5438], [2.8945, 3.4219, 3.1857], [2.5235, 1.7108, 3.5241], [0.1556, 5.0675, 3.3712], [-1.0390, 4.8049, 2.0721], [0.6297, 5.2676, 1.6608], [-0.5982, 0.5534, -2.3301], [-2.4405, 1.3941, -3.6985], [-3.6353, 3.4752, -3.0538], [-2.9067, 4.7223, -1.0434], [-1.0096, 3.9180, 0.2994], [2.9943, 3.5306, 0.9939], [4.9380, 4.4384, -0.2113], [5.4237, 3.7140, -2.5299], [3.9324, 2.0705, -3.6360], [2.0038, 1.1395, -2.4292], [-0.4967, -4.8641, 0.9064], [-0.0113, -4.4818, -0.7443], [1.0818, -5.2622, -0.9819], [1.9017, -5.1681, -2.1278], [2.9894, -6.0021, -2.2387], [3.2814, -6.9593, -1.2400], [2.4984, -7.0699, -0.1168], [1.3924, -6.2104, 0.0391], [0.5549, -6.2208, 1.1123], [1.6864, -4.4141, -2.8758], [3.6481, -5.9084, -3.0965], [4.1571, -7.5921, -1.3476], [2.7312, -7.7792, 0.6706]],
  "forces_ev_per_a": [[0.472, -0.054, 0.493], [-0.081, 0.086, -0.091], [0.092, -0.155, 0.685], [-0.263, 0.174, -0.208], [0.126, 0.347, -0.358], [-0.149, -0.034, -0.275], [-0.816, 0.871, 0.035], [0.104, -0.117, -0.307], [-0.466, -0.136, 0.019], [0.261, -0.204, -0.064], [0.069, 0.121, 0.075], [0.053, -0.045, 0.023], [0.028, -0.143, -0.075], [0.069, 0.061, 0.049], [-0.131, 0.039, -0.029], [0.003, -0.082, -0.039], [0.202, -0.049, 0.080], [-0.087, -0.039, 0.009], [-0.076, -0.030, -0.053], [-0.019, -0.080, -0.062], [0.046, -0.009, -0.031], [0.099, 0.023, 0.055], [-0.194, -0.240, -0.065], [-0.047, -0.699, 0.611], [0.422, -0.014, -0.042], [-0.121, 0.346, -0.368], [0.005, 0.977, -0.482], [-0.350, -0.212, -0.070], [-0.162, 0.306, 0.055], [0.137, 0.085, 0.208], [0.134, -0.065, 0.095], [0.113, -0.105, -0.047], [0.077, -0.103, -0.004], [0.325, -0.274, -0.100], [-0.051, -0.039, -0.112], [-0.169, -0.103, -0.062], [-0.126, -0.038, 0.083], [-0.099, 0.040, 0.152], [0.058, 0.146, 0.111], [-0.023, -0.015, -0.133], [-0.030, 0.185, 0.043], [0.151, -0.012, 0.071], [0.041, -0.021, -0.153], [-0.138, -0.083, 0.109], [-0.056, 0.152, 0.060], [0.001, -0.061, -0.127], [0.209, 0.055, 0.155], [-0.113, -0.052, 0.150], [0.016, -0.085, 0.020], [-0.012, -0.023, -0.011], [-0.030, -0.012, -0.013], [0.025, 0.014, 0.011], [-0.135, -0.135, -0.239], [0.072, -0.061, -0.098], [0.015, 0.019, 0.025], [0.014, 0.008, -0.006], [0.014, -0.027, -0.009], [0.034, 0.014, 0.020], [-0.388, -0.105, 0.066], [0.751, -0.380, 0.416], [0.038, 0.022, -0.094], [0.052, -0.132, 0.093], [-0.114, 0.032, 0.014], [-0.037, -0.005, 0.035], [0.072, 0.023, -0.045], [0.020, -0.082, -0.110], [0.199, 0.092, -0.165], [0.003, -0.023, 0.025], [-0.043, -0.021, 0.059], [-0.072, 0.052, -0.008], [-0.025, 0.109, -0.055]],
  "s_squared": 0.76,
  "lumo_energy_ev": [3.59, 3.07],
  "energy_ev": -333556.1659,
  "gap_ev": [4.9, 4.4],
  "multiplicity": 2,
  "e_above_lowest_kj_mol": 188.3,
  "charge": -2
}

{
  "formula": "H8IO4",
  "method": "ωB97M-V/def2-TZVPD",
  "species": ["I", "O", "H", "H", "O", "H", "H", "O", "H", "H", "O", "H", "H"],
  "positions_angstrom": [[12.8480, 35.5960, 13.7630], [11.5700, 35.0080, 17.1020], [11.9510, 35.1690, 16.3020], [11.6420, 35.9100, 17.3640], [15.9100, 37.1250, 12.2950], [15.0240, 36.7890, 12.5310], [15.8590, 37.2110, 11.3100], [9.9850, 38.0350, 13.3870], [9.3280, 37.6550, 14.1380], [10.7250, 37.3940, 13.6540], [14.4440, 37.6330, 16.1820], [14.0080, 37.3740, 15.4980], [14.2880, 38.6680, 16.2490]],
  "forces_ev_per_a": [[-0.124, 0.142, -0.106], [-1.627, -0.789, 3.199], [1.897, -0.435, -4.540], [-0.263, 1.174, 1.356], [-0.269, 0.114, -1.484], [0.185, -0.022, 0.203], [0.071, -0.119, 1.342], [-1.169, -2.806, 3.707], [1.816, 1.632, -2.718], [-0.543, 1.114, -1.045], [4.062, 6.265, 7.630], [-4.503, -2.778, -7.170], [0.467, -3.492, -0.373]],
  "lumo_energy_ev": 3.37,
  "energy_ev": -16422.7380,
  "gap_ev": 8.0,
  "multiplicity": 1,
  "e_above_lowest_kj_mol": 147.1,
  "charge": -1
}

Please write out number 2 again, unchanged.
{
  "formula": "C4H11NO2",
  "method": "ωB97M-V/def2-TZVPD",
  "species": ["C", "O", "C", "C", "C", "O", "N", "H", "H", "H", "H", "H", "H", "H", "H", "H", "H", "H"],
  "positions_angstrom": [[0.1623, 1.8297, -0.3094], [1.3179, 2.4417, -0.8740], [0.1551, 0.2727, -0.3007], [-1.1279, -0.2869, 0.1967], [-1.0457, -1.6557, 0.8620], [-0.8302, -2.6227, -0.1504], [1.2732, -0.0385, 0.5098], [0.1009, 2.1635, 0.7474], [-0.8466, 2.2899, -0.7756], [1.4915, 2.2072, -1.7901], [0.0979, -0.0986, -1.4062], [-1.7372, -0.3487, -0.7048], [-1.5433, 0.5209, 0.8450], [-1.8899, -1.8191, 1.5366], [-0.1222, -1.7251, 1.4184], [-0.1493, -3.1627, 0.1886], [1.0314, -0.0118, 1.5121], [1.8899, 0.7426, 0.3637]],
  "forces_ev_per_a": [[-3.219, 1.090, -1.215], [-0.044, -0.175, 0.715], [-0.289, 1.241, -2.324], [-1.245, 0.896, 0.782], [0.843, 0.863, -0.282], [-1.689, 0.398, -0.651], [1.278, -1.099, 0.732], [0.335, -0.165, -0.515], [2.055, -1.020, 0.552], [-0.466, -0.284, -0.010], [1.588, 0.484, 1.602], [-0.652, -0.154, 0.379], [-0.259, -0.904, 0.076], [-0.160, -0.367, -0.353], [-0.010, 0.492, 0.918], [1.071, -1.149, 0.152], [-0.034, -0.042, -0.730], [0.899, -0.105, 0.172]],
  "lumo_energy_ev": 0.92,
  "energy_ev": -9909.9380,
  "gap_ev": 10.1,
  "multiplicity": 1,
  "smiles": "N[C@H](CO)CCO",
  "e_above_lowest_kj_mol": 222.3,
  "charge": 0
}

Which value of multiplicity does entry 3 give?
2

Which formula does entry 2 have?
C4H11NO2